The following is a DFT calculation (the ωB97M-V functional and the def2-TZVPD basis) of one molecule with the formula C3H6S2 at a distorted geometry.

The geometry in ORCA input format:
```
! wB97M-V def2-TZVPD RIJCOSX def2/J DEFGRID3
* xyz 0 1
C -2.0694 0.8344 -0.0050
C 0.8173 0.0616 -0.1937
C 1.7762 -1.1163 0.0129
H -3.0071 0.2465 0.0767
H -1.8090 1.1554 1.0563
H -2.1930 1.7068 -0.6950
H 1.5532 -1.6819 0.9053
H 1.7701 -1.7577 -0.9103
H 2.7768 -0.6179 0.0948
S -0.8248 -0.4855 -0.2157
S 1.2098 1.6544 -0.1263
*
```

For the HOMO-LUMO gap, the calculation gives 8.6 eV. The relative energy (zero: lowest compared OMol25 entry of this formula, charge and spin) comes out at 0.7145 eV. As for the structure (SMILES): CSC(C)=S. As for the molar mass: 106.2 g mol⁻¹. The LUMO energy is 0.00 eV.

Here are the natural (NBO) charges for atoms 1 to 6, given in e: -0.76 -0.30 -0.69 0.24 0.24 0.25